The following is a DFT calculation (ωB97M-V/def2-TZVPD) of a molecular structure, C11H23BeBrNO2P2 in a non-equilibrium geometry.

Structure (XYZ):
```
41
Properties=species:S:1:pos:R:3:lowdin_charge:R:1
Be -0.220 -1.143 0.274 -0.082
P -0.779 -0.800 2.479 0.874
C -0.333 1.035 2.587 -0.260
C 0.834 1.390 1.674 -0.287
N 1.043 0.572 0.609 0.060
C 2.056 0.867 -0.249 -0.292
C 2.885 1.978 -0.072 0.000
C 2.655 2.818 1.022 -0.014
C 1.616 2.525 1.909 0.000
C 2.276 -0.109 -1.396 -0.252
P 0.700 -1.066 -1.821 0.858
H 1.417 3.165 2.756 0.123
H 3.689 2.186 -0.762 0.122
H 3.277 3.687 1.181 0.120
H 2.645 0.408 -2.282 0.095
H 3.043 -0.821 -1.089 0.100
H -1.176 1.600 2.275 0.083
H -0.121 1.305 3.621 0.097
H -3.852 1.532 -1.481 0.078
O -4.191 2.343 -0.927 -0.134
H -4.147 3.135 -1.531 0.055
H -2.879 -1.390 -4.093 0.043
O -3.656 -0.847 -4.447 -0.117
H -4.044 -1.386 -5.199 0.071
C -0.018 0.030 -3.174 -0.235
H 0.719 0.209 -3.957 0.049
H -0.891 -0.447 -3.620 0.016
H -0.319 0.991 -2.755 0.045
C 1.397 -2.501 -2.821 -0.241
H 0.583 -3.088 -3.248 0.048
H 2.026 -2.133 -3.632 0.053
H 1.997 -3.148 -2.182 0.023
C 0.322 -1.535 3.815 -0.249
H 0.175 -1.015 4.761 0.051
H 0.085 -2.590 3.956 0.042
H 1.369 -1.446 3.526 0.039
C -2.481 -0.803 3.280 -0.231
H -2.842 -1.825 3.394 0.047
H -2.441 -0.333 4.263 0.050
H -3.186 -0.247 2.660 0.044
Br 0.767 -3.104 0.700 0.107
```

## Properties
* net charge: +1
* HOMO-LUMO gap: 8.81 eV

The following is a DFT calculation (ωB97M-V/def2-TZVPD) of a molecular structure, C11H23Cl2InOPS2.

Structure (XYZ):
```
41
Properties=species:S:1:pos:R:3:lowdin_charge:R:1
In 0.648 0.512 0.232 0.347
C 4.171 3.137 -1.156 -0.149
C 2.980 2.545 -0.426 -0.755
S 2.424 1.066 -1.223 0.578
C 2.453 3.116 0.670 -0.795
C 3.012 4.390 1.251 -0.143
S 1.080 2.507 1.589 0.580
H 4.438 2.523 -2.015 0.048
H 5.048 3.194 -0.509 0.078
H 3.956 4.142 -1.525 0.077
H 3.861 4.769 0.686 0.056
H 3.332 4.228 2.282 0.071
H 2.242 5.165 1.274 0.071
Cl -0.184 -1.680 -1.420 0.383
C 0.619 -2.292 -2.921 -1.027
Cl 1.620 -1.075 -3.719 0.421
H -0.202 -2.538 -3.589 0.007
H 1.269 -3.171 -2.501 -0.224
O -0.791 -0.217 1.376 -0.652
C -3.456 -2.634 3.166 -0.169
C -2.129 -1.973 2.800 -0.405
P -2.127 -1.128 1.154 0.794
C -3.870 -3.397 -0.755 -0.123
C -4.124 -3.074 -2.011 -0.089
C -3.432 0.137 1.512 -0.415
C -3.394 1.275 0.495 -0.168
H -3.402 -3.104 4.150 0.062
H -3.723 -3.412 2.448 0.055
H -4.273 -1.912 3.194 0.052
H -1.336 -2.724 2.763 0.074
H -1.832 -1.232 3.549 0.075
H -4.427 -2.960 0.063 0.024
H -3.120 -4.130 -0.487 0.053
H -4.853 -2.313 -2.264 0.039
H -3.599 -3.540 -2.836 0.042
H 2.058 -4.276 -1.628 -0.194
H -3.304 0.526 2.527 0.081
H -4.399 -0.373 1.466 0.064
H -2.428 1.782 0.520 0.047
H -4.159 2.026 0.701 0.063
H -3.552 0.901 -0.520 0.067
```

## Properties
* net charge: -1
* HOMO-LUMO gap: 4.60 eV

The following is a DFT calculation (ωB97M-V/def2-TZVPD) of 2 unconnected molecules or ions with the total composition C11H23FINO5S.

Structure (XYZ):
```
43
Properties=species:S:1:pos:R:3:lowdin_charge:R:1
C -3.980 -1.651 -1.516 -0.097
C -3.071 -0.444 -1.234 -0.241
C -1.650 -0.817 -0.788 -0.168
C -0.636 -0.935 -1.935 -0.338
C -1.170 -1.569 -3.217 -0.048
N 0.648 -1.565 -1.484 -0.238
C 1.542 -0.709 -0.706 -0.715
I 3.574 -0.759 -1.444 0.872
C 1.477 -0.742 0.823 -0.282
C 2.241 -1.798 1.609 -0.124
S 0.743 -3.179 -1.397 0.566
O 1.916 -3.548 -0.697 -0.266
O -0.526 -3.755 -1.135 -0.226
F 1.024 -3.545 -2.901 -0.143
H -4.681 -1.817 -0.697 0.070
H -3.401 -2.568 -1.633 0.062
H -4.570 -1.515 -2.424 0.072
H -3.517 0.160 -0.441 0.102
H -3.027 0.210 -2.110 0.100
H -1.678 -1.761 -0.237 0.111
H -1.290 -0.056 -0.092 0.106
H -0.330 0.081 -2.203 0.142
H -0.355 -1.773 -3.910 0.083
H -1.846 -0.866 -3.703 0.086
H -1.707 -2.497 -3.034 0.072
H 1.257 0.290 -1.023 0.063
H 1.815 0.248 1.144 0.087
H 0.417 -0.800 1.084 0.106
H 3.295 -1.821 1.328 0.039
H 2.177 -1.550 2.669 0.077
H 1.832 -2.797 1.477 0.060
C 3.161 3.111 1.524 -0.034
O 2.308 4.126 2.063 0.010
C 1.128 3.669 2.479 -0.622
O 0.748 2.527 2.400 0.111
O 0.433 4.687 2.982 0.007
C -0.869 4.334 3.464 -0.034
H 4.063 3.619 1.199 0.096
H 3.395 2.367 2.283 0.100
H 2.680 2.624 0.677 0.085
H -0.793 3.599 4.263 0.097
H -1.477 3.928 2.657 0.096
H -1.299 5.258 3.836 0.094
```

## Properties
* net charge: 0
* HOMO-LUMO gap: 9.83 eV
* SMILES: CCC[C@H](C)N([C@H](I)CC)S(=O)(=O)F.COC(=O)OC

The following is a DFT calculation (ωB97M-V/def2-TZVPD) of a molecular structure, C11H23FLaNO2P2 in a non-equilibrium geometry.

Structure (XYZ):
```
41
Properties=species:S:1:pos:R:3:lowdin_charge:R:1
La 0.727 1.230 2.076 2.087
P -2.819 -0.374 0.766 0.657
C -2.266 0.696 -0.626 -0.190
C -0.860 1.057 -1.075 -0.245
N 0.224 1.006 -0.235 -0.115
C 1.460 1.248 -0.757 -0.354
C 1.631 1.841 -1.994 0.014
C 0.518 2.020 -2.803 0.027
C -0.720 1.594 -2.338 0.014
C 2.673 0.978 0.137 -0.396
P 2.662 -0.603 1.128 0.735
H -1.613 1.693 -2.957 0.145
H 2.635 2.156 -2.275 0.141
H 0.614 2.482 -3.781 0.140
H 3.575 0.864 -0.481 0.115
H 2.877 1.885 0.778 0.087
H -2.739 0.264 -1.466 0.085
H -2.804 1.653 -0.467 0.132
H 0.684 -3.036 -2.829 0.034
O 0.831 -3.207 -1.921 -0.041
H 0.153 -3.845 -1.651 0.070
H -3.009 -1.771 0.648 0.066
O -1.329 -1.054 1.296 -0.390
H -0.811 -1.482 0.588 0.040
C 2.814 -1.818 -0.204 -0.245
H 3.523 -1.465 -0.968 0.079
H 3.188 -2.761 0.222 0.079
H 1.854 -2.034 -0.690 0.006
C 4.365 -0.602 1.782 -0.254
H 4.490 -1.533 2.353 0.068
H 5.100 -0.570 0.966 0.072
H 4.532 0.245 2.459 0.054
C -3.107 0.509 2.311 -0.172
H -4.165 0.801 2.372 0.070
H -2.890 -0.124 3.182 0.073
H -2.525 1.446 2.392 0.043
C -4.620 -0.458 0.201 -0.249
H -5.217 -0.816 1.045 0.058
H -4.983 0.525 -0.125 0.046
H -4.705 -1.179 -0.618 0.051
F 0.054 2.543 3.558 -0.639
```

## Properties
* net charge: +2
* HOMO-LUMO gap: 7.14 eV

The following is a DFT calculation (ωB97M-V/def2-TZVPD) of 6 unconnected molecules or ions with the total composition C11H23N3O16S2 in a non-equilibrium geometry.

Structure (XYZ):
```
55
Properties=species:S:1:pos:R:3:lowdin_charge:R:1
C 1.343 0.901 0.532 0.034
N 0.156 1.043 -0.371 -0.376
O 0.133 1.794 -1.377 0.061
O -0.721 0.270 -0.007 0.035
H 1.122 1.267 1.535 0.101
H 2.128 1.538 0.123 0.083
H 1.688 -0.129 0.617 0.051
C 4.498 5.540 -1.120 0.056
N 4.168 4.103 -1.402 -0.455
O 2.969 3.791 -1.381 0.039
O 5.022 3.342 -1.771 0.069
H 4.810 5.982 -2.066 0.105
H 5.296 5.277 -0.425 0.097
H 3.656 5.996 -0.600 0.097
C 2.497 -2.250 2.937 0.071
N 1.114 -2.672 2.369 -0.389
O 0.424 -1.709 2.079 0.053
O 0.873 -3.838 2.202 0.078
H 3.197 -3.031 2.640 0.078
H 2.578 -2.277 4.023 0.098
H 2.814 -1.329 2.447 0.087
O -2.675 2.439 -1.696 -0.248
S -2.828 3.319 -2.844 0.679
O -1.639 3.990 -3.281 -0.223
O -3.671 2.450 -3.935 -0.205
C -4.811 3.168 -4.462 -0.152
C -5.281 3.968 -3.235 -0.180
O -4.042 4.407 -2.724 -0.211
H -4.460 3.815 -5.266 0.130
H -5.705 2.615 -4.751 0.132
H -5.720 3.301 -2.492 0.132
H -6.004 4.737 -3.506 0.136
O -5.923 -0.775 4.014 -0.254
S -4.464 -0.498 3.868 0.710
O -3.918 0.666 4.458 -0.216
O -3.549 -1.789 4.203 -0.211
C -2.355 -1.808 3.470 -0.206
C -2.706 -1.143 2.165 -0.196
O -4.027 -0.677 2.300 -0.189
H -1.767 -1.204 4.160 0.122
H -1.785 -2.736 3.429 0.124
H -2.446 -1.760 1.305 0.136
H -2.106 -0.236 2.105 0.113
O 3.413 -1.688 -0.268 0.059
C 3.100 -2.900 -0.355 -0.468
C 2.251 -3.466 -1.472 -0.063
C 2.295 -4.908 -1.108 -0.155
C 3.032 -5.070 0.193 -0.183
O 3.544 -3.836 0.428 0.035
H 1.258 -3.045 -1.318 0.134
H 2.687 -3.103 -2.403 0.140
H 1.310 -5.374 -1.060 0.125
H 2.860 -5.365 -1.921 0.119
H 2.474 -5.411 1.065 0.125
H 3.893 -5.693 -0.052 0.134
```

## Properties
* net charge: 0
* HOMO-LUMO gap: 10.21 eV
* SMILES: C[N+](=O)[O-].C[N+](=O)[O-].C[N+](=O)[O-].O=S1(=O)OCCO1.O=S1(=O)OCCO1.O=C1CCCO1

The following is a DFT calculation (ωB97M-V/def2-TZVPD) of C11H23NO3SSi in the gas phase in a non-equilibrium geometry.

Structure (XYZ):
```
40
Properties=species:S:1:pos:R:3:lowdin_charge:R:1
C 2.895 -0.171 1.190 -0.197
Si 1.113 0.610 1.190 0.543
C 0.479 0.349 3.011 -0.174
C 1.276 2.483 0.749 -0.184
O -0.004 -0.079 -0.019 -0.182
C -0.954 -0.998 0.549 -0.425
O -0.788 -2.217 0.267 0.103
O -2.064 -0.649 1.366 -0.080
C -3.308 -0.571 0.608 -0.159
C -3.843 0.942 0.736 -0.224
C -4.493 1.205 2.189 -0.533
S -3.780 2.765 2.972 0.615
H 3.388 -0.153 0.166 0.033
H 2.831 -1.206 1.671 0.051
H 3.533 0.476 1.913 0.048
H 1.303 0.763 3.680 0.052
H 0.379 -0.797 3.119 0.061
H -0.541 0.839 3.151 0.022
H 2.268 2.633 0.175 0.047
H 1.245 3.082 1.720 0.039
H 0.449 2.846 0.027 0.045
H -3.077 -0.803 -0.484 0.138
H -4.073 -1.272 1.090 0.140
H -2.966 1.678 0.594 0.101
H -4.649 1.149 -0.052 0.115
H -4.283 0.354 2.942 0.081
H -5.626 1.320 2.055 0.082
H -2.409 2.462 3.035 -0.145
C 2.327 -2.769 -3.618 -0.112
C 1.926 -1.374 -4.084 -0.271
C 2.387 -0.272 -3.129 -0.185
C 1.768 -0.482 -1.774 -0.041
N 1.251 -0.653 -0.684 -0.053
H 1.865 -3.023 -2.660 0.072
H 2.003 -3.520 -4.343 0.070
H 3.413 -2.849 -3.508 0.077
H 0.837 -1.336 -4.195 0.110
H 2.356 -1.191 -5.073 0.106
H 2.088 0.708 -3.514 0.106
H 3.477 -0.280 -3.031 0.110
```

## Properties
* net charge: 0
* HOMO-LUMO gap: 7.61 eV